Here is a molecular structure, C31H43AsFeN4P2 in a non-equilibrium geometry from the OMol25 dataset. Energies are from ωB97M-V/def2-TZVPD.

Each line ends with the Mulliken charge.
Element x y z (Å)
Fe  0.010  0.859  0.009  -0.260
C  -0.376  0.604  2.896  -1.112
N  -0.856  1.527  1.844  0.516
C  -0.434  2.900  2.171  -1.491
C  -0.098  3.655  0.931  0.884
C  -0.060  5.037  0.904  -1.212
C  0.383  5.681  -0.238  -0.548
C  0.778  4.909  -1.322  -1.392
C  0.690  3.538  -1.224  -0.600
N  0.247  2.899  -0.127  1.036
C  -2.304  1.402  1.648  -1.063
C  -2.521  0.005  1.160  0.210
C  -3.624  -0.765  1.463  -1.277
C  -3.714  -2.045  0.932  -1.049
C  -2.686  -2.515  0.129  -1.071
C  -1.600  -1.694  -0.112  -0.699
N  -1.518  -0.453  0.392  2.748
C  1.098  0.521  2.710  0.317
C  1.996  0.368  3.747  -1.051
C  3.347  0.266  3.455  -0.590
C  3.751  0.365  2.131  -1.191
C  2.791  0.542  1.156  -0.594
N  1.475  0.598  1.423  1.421
H  -0.808  -0.385  2.741  0.355
H  -0.659  0.942  3.896  0.569
H  0.482  2.844  2.762  0.431
H  -1.177  3.410  2.790  0.563
H  -0.360  5.597  1.780  0.578
H  0.430  6.761  -0.280  0.475
H  1.143  5.362  -2.233  0.540
H  1.004  2.914  -2.042  0.769
H  -2.609  2.137  0.898  0.243
H  -2.871  1.609  2.560  0.746
H  -4.401  -0.368  2.103  0.631
H  -4.575  -2.666  1.144  0.501
H  -2.716  -3.505  -0.303  0.705
H  -0.778  -2.023  -0.730  0.057
H  1.640  0.333  4.768  0.624
H  4.074  0.134  4.246  0.525
H  4.795  0.324  1.856  0.571
H  3.092  0.690  0.131  0.529
C  -3.288  0.834  -1.606  -1.795
P  -1.510  1.099  -1.903  2.279
C  -1.567  2.592  -2.944  -1.500
C  -1.030  -0.194  -3.065  0.245
C  -1.902  -0.639  -4.058  -1.559
C  -1.448  -1.520  -5.027  -0.874
C  -0.123  -1.941  -5.024  -0.867
C  0.747  -1.505  -4.036  -0.810
C  0.289  -0.639  -3.044  0.217
P  1.354  -0.077  -1.700  1.520
C  2.221  -1.605  -1.233  -1.454
C  2.622  1.011  -2.440  -1.767
H  -3.847  1.249  -2.444  0.641
H  -3.624  1.345  -0.709  0.443
H  -3.510  -0.228  -1.516  0.421
H  -2.266  2.363  -3.751  0.611
H  -0.608  2.826  -3.393  0.391
H  -1.935  3.454  -2.389  0.457
H  -2.931  -0.304  -4.087  0.445
H  -2.126  -1.877  -5.790  0.478
H  0.233  -2.612  -5.795  0.478
H  1.774  -1.847  -4.050  0.458
H  2.901  -1.882  -2.040  0.626
H  1.485  -2.394  -1.091  0.409
H  2.791  -1.508  -0.315  0.304
H  2.263  1.386  -3.399  0.523
H  3.528  0.430  -2.614  0.471
H  2.878  1.853  -1.799  0.623
C  -0.152  -4.670  1.309  -1.340
As  0.884  -3.091  1.826  0.475
C  0.722  -3.311  3.763  -1.266
C  2.665  -3.864  1.575  -1.306
H  0.285  -5.565  1.750  0.485
H  -0.164  -4.790  0.225  0.376
H  -1.174  -4.575  1.673  0.395
H  0.963  -4.333  4.050  0.487
H  -0.300  -3.095  4.074  0.368
H  1.402  -2.634  4.280  0.342
H  2.798  -4.725  2.230  0.469
H  3.439  -3.131  1.800  0.352
H  2.780  -4.199  0.544  0.402

Summary:
highest occupied orbital energy (spin up / spin down): -15.704 / -15.702 eV
spin multiplicity: 2
LUMO level (spin up / spin down): -9.272 / -9.101 eV
net charge: +3
frontier orbital gap (spin up / spin down): 6.432 / 6.601 eV

***

Here is 5 unconnected molecules or ions with the total composition C31H43BN2O15 in a non-equilibrium geometry from the OMol25 dataset. Energies are from ωB97M-V/def2-TZVPD.

Each line ends with the Mulliken charge.
Element x y z (Å)
C  2.017  -1.408  -0.632  -0.681
C  0.729  -0.743  -0.258  0.156
C  -0.488  -1.574  0.482  -0.785
C  -1.768  -1.795  -0.539  0.500
C  -2.045  -3.294  -1.153  -0.573
C  -3.280  -3.552  -2.200  0.336
C  -3.508  -5.101  -2.788  -0.621
O  -3.967  -5.892  -1.614  -0.296
C  -3.153  -7.104  -1.430  -0.637
C  -4.298  -2.326  -2.684  0.327
N  -5.360  -2.689  -3.682  -0.369
C  -6.228  -1.500  -3.983  -0.525
C  -6.038  -0.025  -3.324  0.342
B  -7.160  1.141  -3.769  0.543
O  -6.789  2.378  -4.483  -0.528
O  -8.565  0.830  -3.445  -0.466
C  -8.742  0.428  -2.041  -0.176
C  -9.198  -1.172  -1.870  -0.489
N  -4.947  0.352  -2.362  -0.459
C  -4.085  -0.840  -2.058  0.450
C  -2.822  -0.603  -0.995  -0.583
H  2.169  -2.568  -0.430  0.164
H  2.949  -0.834  -1.086  0.182
H  0.613  0.410  -0.534  0.269
H  -0.098  -2.653  0.808  0.330
H  -0.785  -1.026  1.482  0.300
H  -1.311  -4.153  -0.799  0.141
H  -4.412  -5.150  -3.566  0.232
H  -2.551  -5.531  -3.306  0.344
H  -3.116  -7.300  -0.253  0.203
H  -2.032  -6.991  -1.767  0.279
H  -3.711  -8.020  -1.898  0.256
H  -7.115  -1.662  -4.759  0.295
H  -6.654  3.154  -3.864  0.331
H  -9.682  1.043  -1.638  0.303
H  -7.852  0.709  -1.330  0.217
H  -9.370  -1.402  -0.711  0.059
H  -8.359  -1.920  -2.219  0.143
H  -10.150  -1.403  -2.524  0.270
H  -2.644  0.481  -0.556  0.275
C  -8.509  -2.394  4.617  -1.462
C  -8.881  -2.297  3.152  0.550
C  -7.703  -2.166  2.236  -0.597
O  -8.261  -1.495  1.119  -0.266
C  -9.313  -0.762  1.596  0.597
O  -9.912  0.083  0.955  -0.515
O  -9.600  -1.102  2.889  -0.351
H  -9.405  -2.331  5.243  0.358
H  -7.994  -3.336  4.831  0.376
H  -7.860  -1.564  4.917  0.351
H  -9.521  -3.142  2.870  0.249
H  -7.293  -3.135  1.940  0.338
H  -6.897  -1.545  2.644  0.312
C  4.579  3.262  1.998  -1.399
C  4.398  3.141  0.498  0.462
C  2.975  2.945  0.074  -0.485
O  3.117  2.267  -1.161  -0.310
C  4.300  1.584  -1.092  0.572
O  4.662  0.745  -1.897  -0.563
O  5.022  1.966  0.006  -0.166
H  5.642  3.246  2.257  0.203
H  4.138  4.190  2.374  0.385
H  4.118  2.417  2.522  0.385
H  4.857  4.001  -0.006  0.201
H  2.445  3.892  -0.063  0.373
H  2.398  2.308  0.754  0.293
C  10.159  5.883  1.137  -1.341
C  9.170  6.174  2.248  0.435
C  8.727  4.955  2.998  -0.051
O  7.453  5.344  3.481  -0.320
C  6.973  6.272  2.599  0.664
O  5.829  6.691  2.592  -0.577
O  7.947  6.665  1.723  -0.351
H  10.326  6.779  0.531  0.369
H  11.119  5.547  1.542  0.377
H  9.777  5.113  0.458  0.269
H  9.577  6.939  2.922  0.223
H  9.396  4.707  3.827  0.357
H  8.600  4.071  2.363  -0.023
C  7.798  -2.126  0.048  -1.558
C  7.772  -0.615  0.154  0.918
C  8.476  0.082  -0.971  -0.471
O  8.855  1.310  -0.375  -0.290
C  8.992  1.063  0.964  0.629
O  9.486  1.839  1.762  -0.579
O  8.503  -0.173  1.286  -0.370
H  7.409  -2.580  0.966  0.364
H  7.196  -2.472  -0.798  0.374
H  8.821  -2.498  -0.075  0.377
H  6.738  -0.264  0.264  -0.009
H  7.823  0.255  -1.830  0.310
H  9.382  -0.433  -1.307  0.323

Summary:
highest occupied orbital energy: -8.162 eV
LUMO level: -1.150 eV
structure (SMILES): C=CCc1cc(COC)c2ncc(B(O)OCC)nc2c1.C[C@@H]1COC(=O)O1.C[C@@H]1COC(=O)O1.C[C@@H]1COC(=O)O1.C[C@@H]1COC(=O)O1
frontier orbital gap: 7.013 eV

***

For each record above, in turn, the calculated energy relative to the best compared isomer or geometry (same formula, charge and spin) values are 0.0, 759.2 kJ/mol.